Here is C10H16Cl16F12NO4PS2V as an isolated structure in a non-equilibrium geometry from the OMol25 dataset. Energies are from ωB97M-V with the def2-TZVPD basis set.

Last column: Mulliken charge in e.
Cartesian coordinates (Å):
1 V 2.912 1.871 1.194  1.03
2 Cl -1.967 5.260 -2.385  -0.12
3 Cl -1.409 -3.606 0.104  -0.14
4 Cl -1.452 -2.793 -2.676  -0.11
5 Cl -5.888 3.015 0.068  -0.15
6 Cl -0.317 -0.416 3.455  0.00
7 Cl 2.320 -4.646 3.623  -0.18
8 Cl 1.821 -5.149 0.784  -0.14
9 Cl 2.771 -5.932 -4.068  -0.17
10 Cl 0.405 1.211 -4.912  -0.16
11 Cl -5.703 4.757 -2.297  -0.16
12 Cl -0.587 6.084 -4.831  -0.17
13 Cl -5.949 1.454 3.407  -0.17
14 Cl 2.600 -3.008 -4.184  -0.14
15 Cl -2.144 -1.009 5.664  -0.16
16 Cl -3.392 2.568 4.316  -0.17
17 Cl -1.605 -0.372 -6.334  -0.19
18 S 1.210 0.025 -1.196  0.73
19 S 0.305 2.332 -0.127  1.08
20 P 4.248 -0.041 2.938  1.46
21 F 4.535 0.392 1.334  -0.38
22 F -1.502 0.545 0.597  -0.08
23 F 3.816 -0.317 4.424  -0.34
24 F 2.638 0.120 2.510  -0.39
25 F -1.081 2.073 2.062  -0.15
26 F 5.761 0.034 3.298  -0.30
27 F 4.275 -1.549 2.531  -0.26
28 F -2.262 2.554 0.295  -0.13
29 F 4.144 1.623 3.170  -0.40
30 F 1.414 -2.523 -1.267  -0.04
31 F 1.046 -1.730 0.725  0.00
32 F 3.004 -1.519 -0.167  -0.23
33 O -0.108 -0.131 -1.679  -0.26
34 O -0.021 2.679 -1.454  -0.30
35 O 2.251 0.298 -2.129  -0.72
36 O 0.936 3.343 0.713  -0.92
37 N 1.342 1.071 0.081  -0.03
38 C 1.698 -1.549 -0.416  0.32
39 C -0.726 -1.561 4.725  -0.49
40 C -0.861 -0.014 -4.762  0.41
41 C -4.189 1.400 3.256  0.41
42 C -0.478 5.160 -3.326  0.10
43 C 3.210 -4.415 -3.294  0.16
44 C -2.358 -2.845 -1.181  -0.13
45 C 2.931 -4.484 1.978  0.32
46 C -1.259 1.832 0.769  0.47
47 C -4.977 4.271 -0.771  0.22
48 H -3.268 -3.409 -1.337  0.43
49 H 0.096 -1.616 5.426  0.32
50 H -1.633 0.334 -4.091  0.13
51 H 2.797 -4.375 -2.296  -0.18
52 H -0.946 -2.530 4.304  0.29
53 H -3.988 3.890 -0.995  -0.24
54 H -2.604 -1.839 -0.863  -0.04
55 H 3.097 -3.431 1.777  -0.38
56 H 0.336 5.548 -2.730  0.26
57 H -0.400 -0.922 -4.406  -0.22
58 H -3.942 1.627 2.228  -0.21
59 H -0.304 4.133 -3.616  -0.08
60 H 3.884 -4.994 1.897  0.37
61 H 4.289 -4.338 -3.277  0.33
62 H -3.852 0.414 3.549  0.08
63 H -4.916 5.145 -0.136  0.32

Calculated values
LUMO (spin up / spin down): -2.156 / -2.092 eV
HOMO level (spin up / spin down): -10.77 / -10.77 eV
2S+1: 4
HOMO-LUMO gap (spin up / spin down): 8.62 / 8.68 eV